Record 1
This record from the Open Molecules 2025 dataset describes 2 unconnected molecules or ions with the total composition C4H8N2O2 in a non-equilibrium geometry. The level of theory is ωB97M-V/def2-TZVPD.

XYZ file:
```
16
Properties=species:S:1:pos:R:3:forces:R:3
C -0.898440 1.090059 -0.045735 1.244 -0.093 -0.052
C -0.003933 -1.195888 2.347006 -0.086 0.777 1.662
C 0.330492 -0.943838 -1.092277 1.724 1.631 2.124
C 1.339423 1.187415 -0.435605 -0.321 2.279 0.080
N -2.068371 0.539696 -0.204687 -1.633 -1.306 -0.135
N 0.154729 0.409900 -0.570403 -0.676 2.555 -0.398
O 0.939453 -0.601196 2.641044 1.016 0.170 -0.702
O -1.015606 -1.738536 2.290059 -0.921 -0.889 -1.015
H 1.199867 -1.253338 -0.413894 -1.231 -0.722 -0.919
H 0.731000 -0.995555 -2.115779 -0.906 -0.076 0.134
H -0.624741 -1.311038 -0.789033 -0.243 -1.872 -0.636
H 1.965963 0.615790 0.185956 1.455 -0.090 1.269
H 1.087258 2.268897 -0.113612 0.396 -2.181 0.188
H 1.844652 1.373073 -1.347320 0.587 -0.299 -1.404
H -2.808491 0.896210 0.400717 0.209 -0.502 -0.813
H -2.173256 -0.341652 -0.736439 -0.614 0.618 0.619
```
Positions in Å, forces in eV/Å.

Energy above the lowest of the compared OMol25 structures with the same formula, charge and spin (eV): 2.980
Total charge: 0
LUMO energy (eV): 0.589
E (eV): -11351.133
Orbital gap (eV): 8.6
Multiplicity: 1

Record 2
This record from the Open Molecules 2025 dataset describes 7 unconnected molecules or ions with the total composition C32H29Cl4N5O10 in a non-equilibrium geometry. The level of theory is ωB97M-V/def2-TZVPD.

XYZ file:
```
80
Properties=species:S:1:pos:R:3:forces:R:3
O 0.734779 1.272589 2.611102 -1.603 2.227 -0.041
N -0.125186 2.177578 2.719139 -0.797 -1.214 1.136
O -1.033124 2.163714 3.595169 2.223 0.238 -2.349
C -0.113506 3.327934 1.739098 -0.346 1.227 -0.160
C 1.119355 3.707913 1.126640 -1.407 -0.626 0.832
C 1.158548 4.797943 0.259963 -1.818 -0.908 0.258
C -0.069097 5.429251 -0.013258 0.489 0.992 0.271
C -1.303321 5.140915 0.609350 1.837 -1.120 -0.496
C -1.334455 4.068911 1.493921 1.296 -0.766 -0.109
H 1.996837 3.096236 1.275850 0.049 -0.050 0.225
H 2.061722 4.972562 -0.305891 -0.005 0.427 0.080
H -0.015317 6.282444 -0.673230 -0.201 0.006 -0.326
H -2.212354 5.618132 0.274192 0.038 0.198 0.239
H -2.317841 3.808733 1.856757 0.304 -0.475 0.572
O -3.962634 -2.199155 6.374642 -0.150 -0.010 -0.156
N -3.056010 -2.471564 5.612699 -0.014 0.468 0.176
O -2.139255 -3.220184 5.886517 -0.042 0.060 -0.466
C -3.062484 -1.798805 4.294394 1.467 0.537 -2.195
C -1.952247 -1.973432 3.386504 -2.116 -0.585 1.444
C -1.991024 -1.319462 2.176476 0.682 -0.292 -0.565
C -3.001064 -0.450513 1.808707 -0.987 -0.228 0.844
C -4.089679 -0.268309 2.668586 1.836 -0.225 -0.120
C -4.078004 -0.921243 3.918714 -0.290 0.824 0.268
H -1.208038 -2.718386 3.626495 0.205 0.192 0.010
H -1.221599 -1.534328 1.449698 0.300 0.106 0.121
H -2.989574 0.100076 0.879665 0.223 -0.123 -0.187
H -4.746086 0.512821 2.314514 -0.733 -0.203 0.751
H -4.781506 -0.576122 4.661935 -0.326 -0.489 0.065
O 1.259695 -4.629102 -1.310070 -0.008 0.351 0.033
N 0.544619 -4.951942 -0.393050 -0.975 -1.834 1.081
O 0.893892 -5.608443 0.594781 -0.165 1.088 -1.063
C -0.942511 -4.684095 -0.494954 -0.011 0.742 0.643
C -1.741630 -4.812832 0.658001 -0.606 0.702 -0.255
C -3.087470 -4.384232 0.634492 0.941 0.814 -1.869
C -3.553384 -3.823721 -0.578886 0.300 -1.067 -0.403
C -2.771901 -3.859779 -1.754311 -0.284 0.455 0.671
C -1.440980 -4.195414 -1.716336 0.664 -1.539 1.124
H -1.407710 -5.117919 1.638722 0.687 -0.288 -0.306
H -3.666716 -4.397418 1.545924 -0.125 -0.036 -0.097
H -4.557644 -3.476571 -0.772118 -0.248 0.027 0.674
H -3.212881 -3.570041 -2.696642 -0.104 0.124 -0.023
H -0.793502 -4.314721 -2.572451 -0.075 0.510 -0.175
O 4.175537 3.696850 -2.608794 0.450 1.545 0.219
N 4.035766 2.556745 -2.915392 -0.994 -2.989 0.318
O 2.956278 2.014790 -3.167521 0.655 0.856 -0.212
C 5.187483 1.613866 -2.859695 0.797 -0.415 -0.230
C 6.395668 1.971147 -2.247608 -0.890 -0.894 -0.664
C 7.426410 1.017838 -2.287029 0.097 1.086 0.383
C 7.281103 -0.228703 -2.842537 -0.877 -0.143 -1.250
C 6.069491 -0.561107 -3.501334 1.432 0.580 1.245
C 5.042409 0.355757 -3.481604 -0.292 0.129 -0.325
H 6.529246 2.926499 -1.761956 -0.041 0.047 -0.131
H 8.383802 1.361714 -1.924318 0.136 -0.292 0.266
H 8.116742 -0.905485 -2.942873 0.099 -0.021 0.299
H 6.023829 -1.523520 -3.989264 -0.408 0.066 -0.103
H 4.156213 0.067829 -4.027636 -0.296 0.443 0.221
O 2.964956 1.045259 -0.317035 -0.744 -0.054 0.070
N 2.046055 0.264764 -0.043301 2.029 1.302 -0.244
O 2.175311 -0.640579 0.715633 -0.002 -1.741 1.194
C 0.800304 0.450657 -0.668770 -3.017 1.324 -1.563
C 0.421929 1.725144 -1.128541 0.450 -0.946 -0.803
C -0.775762 1.841060 -1.838715 1.680 1.576 1.044
C -1.610405 0.801297 -1.986429 -1.021 -0.769 -0.825
C -1.279845 -0.484658 -1.548498 -0.790 1.551 0.152
C -0.106576 -0.618915 -0.848347 1.013 -0.600 0.601
H 1.045666 2.606183 -1.095186 0.257 -0.417 0.223
H -1.002352 2.823291 -2.226367 -0.244 0.030 -0.062
H -2.527733 1.046216 -2.501140 -0.291 -0.569 -0.104
H -2.074219 -1.202511 -1.690083 0.554 -0.671 0.244
H 0.150424 -1.564416 -0.394057 0.170 -0.185 -0.133
Cl -4.553893 2.532812 -4.898333 -0.582 -0.720 -0.179
C -5.810982 1.308992 -4.492206 -0.713 0.697 -0.108
Cl -5.189316 0.073071 -3.421398 0.017 -0.127 0.268
H -6.635765 1.866381 -4.048194 0.391 -0.064 0.541
H -6.306529 0.803286 -5.320928 0.901 0.185 -0.488
Cl 4.046268 -0.886699 5.253869 0.165 -0.082 -0.052
C 2.957133 -0.779083 3.847623 0.939 0.779 -0.258
Cl 1.526583 -1.686212 4.086657 -1.169 -0.680 0.209
H 2.714412 0.279092 3.750380 -0.046 -0.276 -0.179
H 3.454645 -1.168670 2.959476 0.085 0.220 0.257
```
Positions in Å, forces in eV/Å.

Energy above the lowest of the compared OMol25 structures with the same formula, charge and spin (eV): 0.542
Total charge: 0
LUMO energy (eV): -0.863
Structure (SMILES): O=[N+]([O-])c1ccccc1.O=[N+]([O-])c1ccccc1.O=[N+]([O-])c1ccccc1.O=[N+]([O-])c1ccccc1.O=[N+]([O-])c1ccccc1.ClCCl.ClCCl
E (eV): -111654.273
Orbital gap (eV): 9.0
Multiplicity: 1

Record 3
This record from the Open Molecules 2025 dataset describes 2 unconnected molecules or ions with the total composition C8H15IN2O4 in a non-equilibrium geometry. The level of theory is ωB97M-V/def2-TZVPD.

XYZ file:
```
30
Properties=species:S:1:pos:R:3:forces:R:3
C 0.015225 0.483466 1.777763 0.563 1.151 -0.441
C 1.891524 2.847531 2.213321 -0.327 -0.266 -0.149
C 1.909416 2.722676 -0.308443 -0.290 -0.278 0.297
C -2.694099 -2.096175 -2.446072 0.407 0.127 0.349
C -1.073356 -0.257537 -1.753040 0.132 -0.375 0.130
C 1.144784 2.393238 0.964433 0.023 0.652 0.037
C -1.398141 -1.749099 -1.650042 -0.194 0.221 -1.304
C 0.406496 -2.860348 0.830692 -2.066 -2.488 -1.015
N 0.012520 -0.903672 1.826362 -0.190 -3.398 -0.290
N 0.474632 -1.552199 0.812058 -0.053 4.597 0.682
O -0.744618 1.134142 2.444246 0.005 -0.203 -0.106
O -0.190630 -3.617043 1.710533 0.387 0.253 0.069
O 0.977811 0.964757 0.992380 0.065 -0.136 -0.117
O -1.559882 -2.189424 -0.400956 1.339 -0.777 2.033
I 1.425403 -3.854337 -0.663454 -0.062 0.145 0.346
H 2.862995 2.362036 2.261175 0.144 -0.019 -0.008
H 2.030410 3.923900 2.185363 0.038 0.136 0.016
H 1.321363 2.590263 3.103235 0.010 0.046 0.069
H 2.890022 2.257751 -0.273821 0.178 -0.030 -0.040
H 2.026503 3.798038 -0.395069 0.034 0.138 -0.017
H 1.379195 2.351877 -1.180172 -0.063 -0.020 -0.127
H -2.550652 -1.846912 -3.492741 -0.055 0.044 -0.170
H -2.915061 -3.153471 -2.339023 -0.028 -0.092 -0.026
H -3.513231 -1.515093 -2.031401 -0.155 0.043 -0.033
H -0.109802 -0.069606 -1.286088 0.134 0.091 0.010
H -1.825246 0.319029 -1.220548 -0.177 0.088 0.041
H -1.036964 0.061269 -2.789345 0.014 0.124 -0.196
H 0.146199 2.847432 0.947917 0.173 -0.102 -0.021
H -0.599128 -2.335585 -2.163187 0.016 0.058 0.001
H -0.703688 -3.056905 2.323923 -0.001 0.269 -0.019
```
Positions in Å, forces in eV/Å.

Energy above the lowest of the compared OMol25 structures with the same formula, charge and spin (eV): 0.000
Total charge: 0
LUMO energy (spin up / spin down) (eV): -2.575 / -2.579
E (eV): -27805.569
Orbital gap (spin up / spin down) (eV): 6.0 / 6.0
Multiplicity: 1

Record 4
This record from the Open Molecules 2025 dataset describes a gas-phase ion, C20H26N3O2 (charge +1). The level of theory is ωB97M-V/def2-TZVPD.

XYZ file:
```
51
Properties=species:S:1:pos:R:3:forces:R:3
C 0.104220 3.270732 5.569423 -0.038 0.274 0.259
O 0.190186 2.377270 4.472376 0.031 -0.348 -0.215
C 0.320108 1.040151 4.701760 0.035 -0.280 -0.067
C 0.332494 0.495932 5.982348 -0.036 0.311 0.044
C 0.464314 -0.866327 6.179180 0.007 -0.007 -0.186
C 0.588717 -1.723269 5.097702 -0.005 -0.022 0.077
C 0.579214 -1.199090 3.824926 -0.021 0.195 -0.069
C 0.446897 0.175171 3.591660 0.019 -0.141 0.473
C 0.473773 0.588363 2.182705 -0.154 0.398 -0.105
O 0.658279 -0.259127 1.285951 0.192 -0.136 -0.083
N 0.269269 1.880631 1.877153 0.026 0.152 0.128
C 0.510245 2.462318 0.567962 -0.080 -0.310 -0.247
C -0.490882 2.002420 -0.498531 0.012 0.552 0.237
N -0.184334 0.628247 -0.946848 0.212 -0.286 0.556
C -1.370623 -0.144299 -1.359784 -0.449 -0.615 -0.172
C -0.937596 -1.594595 -1.634493 -0.178 0.169 -0.012
N 0.089561 -1.677286 -2.636406 0.070 -0.231 0.239
C -0.239637 -1.791339 -3.998186 -0.062 -0.049 -0.270
C -1.536463 -1.620942 -4.478746 0.019 0.033 0.186
C -1.817032 -1.791760 -5.823806 0.012 -0.030 -0.134
C -0.815961 -2.123910 -6.716882 -0.095 -0.004 -0.072
C 0.474481 -2.304695 -6.246979 0.015 0.059 0.008
C 0.759875 -2.147185 -4.905594 0.032 0.064 0.016
C 1.234285 -0.892970 -2.251545 0.069 0.287 -0.028
C 0.835157 0.572666 -2.010251 0.599 -0.272 -0.455
H -0.787889 3.077974 6.169452 0.048 -0.022 -0.040
H 0.033973 4.263978 5.129173 0.003 -0.069 0.083
H 0.996494 3.216151 6.196708 -0.037 -0.033 -0.044
H 0.237931 1.137139 6.842913 -0.011 0.085 0.058
H 0.469062 -1.255209 7.185424 0.000 -0.023 0.103
H 0.692687 -2.785234 5.248775 0.011 -0.105 0.007
H 0.679787 -1.844308 2.965867 0.005 -0.024 -0.034
H 0.137722 2.510850 2.657179 0.041 -0.079 0.026
H 0.436970 3.544123 0.675213 0.031 -0.084 -0.035
H 1.529658 2.221395 0.243367 -0.058 0.110 0.029
H -1.496400 2.018560 -0.072141 0.066 -0.053 -0.087
H -0.466254 2.683477 -1.352531 -0.016 -0.124 -0.019
H 0.245226 0.138342 -0.032652 -0.312 0.324 -0.530
H -2.109630 -0.124188 -0.557286 0.075 0.114 0.023
H -1.798285 0.310225 -2.257805 0.039 0.065 0.089
H -1.796193 -2.195770 -1.929770 0.003 0.048 0.092
H -0.534673 -2.013995 -0.704536 -0.099 0.000 -0.013
H -2.348834 -1.361169 -3.816863 -0.048 0.033 0.086
H -2.830118 -1.656037 -6.171393 -0.085 0.008 -0.032
H -1.038515 -2.250237 -7.764299 -0.025 -0.018 -0.102
H 1.264424 -2.582465 -6.927852 0.076 -0.036 -0.055
H 1.764511 -2.329355 -4.555886 0.093 -0.050 0.048
H 1.996745 -0.926698 -3.026965 0.001 0.035 0.120
H 1.655286 -1.306973 -1.328377 0.077 0.038 -0.060
H 1.708120 1.153469 -1.711674 -0.076 0.051 0.067
H 0.419646 0.998849 -2.929138 -0.036 0.045 0.115
```
Positions in Å, forces in eV/Å.

Energy above the lowest of the compared OMol25 structures with the same formula, charge and spin (eV): 0.814
Total charge: +1
LUMO energy (eV): -2.516
Structure (SMILES): COc1ccccc1C(=O)NCC[NH+]1CCN(c2ccccc2)CC1
E (eV): -29722.087
Orbital gap (eV): 8.0
Multiplicity: 1

Record 5
This record from the Open Molecules 2025 dataset describes a single C4H8ClF molecule in a non-equilibrium geometry. The level of theory is ωB97M-V/def2-TZVPD.

XYZ file:
```
14
Properties=species:S:1:pos:R:3:forces:R:3
C -0.489828 -1.770911 -0.519457 -2.660 -0.238 -1.350
C -0.748764 -0.434759 0.187717 1.380 -1.044 -4.052
C 0.265643 0.600125 -0.230842 3.453 -0.659 1.724
C 0.425873 1.876069 0.484698 0.163 -0.404 2.104
F 0.682024 0.845584 -1.505750 -1.783 -1.232 0.534
Cl 2.139695 -0.329515 0.480549 -1.375 0.569 -0.455
H 0.503612 -1.895476 -0.440457 3.430 -1.349 0.720
H -0.642847 -1.917463 -1.618021 -0.459 0.996 0.714
H -1.089639 -2.552999 -0.055234 0.307 -0.072 0.189
H -1.713065 -0.207216 -0.107665 -2.132 1.415 -0.370
H -0.733042 -0.683009 1.187144 0.433 0.352 2.344
H -0.541236 2.331168 0.519127 -0.489 1.304 -0.957
H 0.626292 1.860600 1.588460 0.060 -0.894 -0.978
H 1.315287 2.277801 0.029737 -0.329 1.257 -0.169
```
Positions in Å, forces in eV/Å.

Energy above the lowest of the compared OMol25 structures with the same formula, charge and spin (eV): 1.893
Total charge: 0
LUMO energy (eV): 0.281
Structure (SMILES): CC[C@](C)(F)Cl
E (eV): -19516.135
Orbital gap (eV): 10.4
Multiplicity: 1

Record 6
This record from the Open Molecules 2025 dataset describes a molecular structure, C6H7CsNaO6 in a non-equilibrium geometry. The level of theory is ωB97M-V/def2-TZVPD.

XYZ file:
```
21
Properties=species:S:1:pos:R:3:forces:R:3
Na 3.163423 1.159605 0.180798 -0.634 0.277 -0.314
O 0.948754 1.541094 1.069428 0.135 0.751 -0.258
O -0.574702 2.302630 -0.417277 -0.103 0.117 -0.170
C -1.668105 1.804115 0.360180 0.130 -0.055 0.216
C -2.226548 0.526798 -0.251288 -0.346 0.033 -0.138
O 1.572090 2.459492 -0.858031 0.303 -0.169 -0.003
C 0.705262 2.087898 -0.044551 0.008 0.114 -0.078
H -1.348111 1.644740 1.396434 -0.086 -0.045 -0.245
H -2.429638 2.593050 0.338130 0.170 -0.140 -0.033
H -2.445577 0.679519 -1.315366 0.077 -0.021 0.253
H -3.171766 0.301590 0.266378 0.194 0.009 -0.126
Cs 1.289284 -0.467663 2.608893 -0.873 -0.399 2.625
O -0.924829 -0.934660 1.105967 -0.403 0.050 -0.323
O -0.977176 -1.341891 -1.086852 0.186 -0.030 -0.070
C 1.081965 -2.830934 -0.511789 0.536 0.257 0.007
C 1.966406 -1.724737 -0.605146 -0.655 -0.004 -0.041
O 2.228424 -0.947812 0.352687 1.149 -0.868 -2.040
C -1.311952 -0.685069 -0.070509 0.733 -0.381 0.629
H 0.805023 -3.203929 0.473608 -0.274 0.241 -0.371
H 0.917274 -3.448150 -1.394038 -0.111 0.272 0.323
H 2.400503 -1.515684 -1.597656 -0.137 -0.008 0.155
```
Positions in Å, forces in eV/Å.

Energy above the lowest of the compared OMol25 structures with the same formula, charge and spin (eV): 0.484
Total charge: 0
LUMO energy (spin up / spin down) (eV): -0.778 / -1.468
⟨S²⟩: 0.758
E (eV): -23585.635
Orbital gap (spin up / spin down) (eV): 7.5 / 6.8
Multiplicity: 2